Record 1
# C4H10N2O2

C4H10N2O2 as an isolated structure (the ωB97M-V functional and the def2-TZVPD basis, the Open Molecules 2025 dataset).

Cartesian coordinates (Å):
C  2.1703  -0.3002  -0.9078
C  -0.5667  -1.2267  1.1232
C  -0.5831  0.6892  -0.1203
C  -0.2585  2.0845  0.3171
H  2.0987  0.4528  -1.6886
H  1.8149  -1.2770  -1.4547
H  3.2019  -0.5125  -0.4333
H  -0.1207  -0.8251  2.1204
H  -1.7236  -0.9881  0.8399
H  -0.4452  -2.5760  1.1121
H  -0.2519  2.0570  1.4895
H  -1.3861  2.4880  0.1431
H  0.5592  2.4987  -0.2001
H  -1.7832  -1.4354  -1.2893
N  0.1198  -0.5300  -0.0196
N  -1.8292  0.4058  -0.5176
O  1.4332  -0.2664  0.2635
O  -2.4498  -0.7386  -0.7778

Computed properties:
relative energy (zero: lowest compared OMol25 entry of this formula, charge and spin)	209.1	kcal/mol
total charge	0

=====

Record 2
# C78H195N13

A 13-piece molecular cluster, C78H195N13 overall (the ωB97M-V functional and the def2-TZVPD basis, the Open Molecules 2025 dataset).

Cartesian coordinates (Å):
C  4.8561  1.4008  -3.2089
C  5.2998  1.4272  -1.7192
N  5.5983  2.8185  -1.3173
C  4.3679  3.6409  -1.4675
C  4.7978  5.0748  -1.6885
C  6.0764  2.7917  0.0277
C  7.5335  2.3455  0.1098
H  4.6900  0.3344  -3.3615
H  5.6201  1.8416  -3.8494
H  3.8862  1.8660  -3.3852
H  4.4969  0.8976  -1.2063
H  6.1934  0.8108  -1.6209
H  3.7723  3.5054  -2.3703
H  3.6834  3.5905  -0.6208
H  5.2736  5.1360  -2.6673
H  3.9230  5.7249  -1.6962
H  5.4545  5.3586  -0.8662
H  5.3613  2.2052  0.6046
H  6.0967  3.7931  0.4577
H  7.7601  1.3427  -0.2523
H  8.0500  2.4292  1.0660
H  8.0695  2.9160  -0.6486
C  -2.4382  7.3309  1.8193
C  -1.4602  6.6888  0.7967
N  -0.0746  7.0566  1.0563
C  0.7157  6.8546  -0.2054
C  0.9338  5.3873  -0.5978
C  0.4593  6.3670  2.2417
C  1.8400  6.8388  2.6173
H  -2.3331  8.4154  1.8502
H  -2.2137  6.9424  2.8127
H  -3.4963  7.1496  1.6308
H  -1.5228  5.6009  0.8257
H  -1.8611  7.0156  -0.1628
H  0.3121  7.5084  -0.9784
H  1.6471  7.3539  0.0617
H  1.2134  5.3946  -1.6514
H  1.6616  4.8369  -0.0016
H  -0.0383  4.8951  -0.5699
H  0.4473  5.2927  2.0577
H  -0.2382  6.4579  3.0744
H  1.9347  7.9240  2.6570
H  2.5124  6.5539  1.8081
H  2.1834  6.3278  3.5167
C  0.0997  -4.8574  2.5990
C  0.8379  -6.1998  2.6876
N  2.2311  -6.0886  3.2311
C  3.2405  -5.4347  2.3704
C  3.4176  -6.0827  1.0717
C  2.3215  -5.4888  4.5617
C  1.4421  -6.0989  5.6342
H  -0.8308  -4.9496  2.0387
H  0.7196  -4.1104  2.1031
H  -0.0728  -4.4577  3.5982
H  0.2579  -6.8959  3.2935
H  0.9679  -6.6440  1.7007
H  2.9916  -4.3865  2.2047
H  4.1914  -5.4285  2.9033
H  2.5679  -5.8548  0.4281
H  4.3594  -5.7167  0.6629
H  3.5459  -7.1644  1.1132
H  2.1303  -4.4167  4.6091
H  3.3517  -5.5544  4.9115
H  1.4463  -7.1732  5.4500
H  0.4135  -5.8045  5.4259
H  1.7463  -5.8828  6.6583
C  -7.3107  -6.8875  0.6171
C  -6.6699  -5.5132  0.8281
N  -5.2210  -5.6347  0.5158
C  -4.5828  -4.3218  0.4069
C  -5.1154  -3.4918  -0.7421
C  -4.4086  -6.5474  1.3211
C  -4.4163  -6.2609  2.8430
H  -6.9470  -7.6207  1.3369
H  -7.1207  -7.2587  -0.3900
H  -8.3876  -6.7716  0.7401
H  -7.1773  -4.9305  0.0593
H  -6.9196  -5.1120  1.8104
H  -3.5073  -4.4483  0.2833
H  -4.6814  -3.7923  1.3546
H  -6.1598  -3.1867  -0.6756
H  -5.0506  -3.9891  -1.7099
H  -4.5310  -2.5793  -0.8598
H  -4.7357  -7.5740  1.1566
H  -3.3940  -6.5491  0.9228
H  -3.7809  -6.9877  3.3492
H  -4.0297  -5.2753  3.1025
H  -5.4517  -6.3931  3.1568
C  -7.9573  0.9102  -2.4862
C  -7.5098  -0.4328  -2.0653
N  -6.1135  -0.7481  -2.5094
C  -5.0962  0.1125  -1.8544
C  -5.2752  0.2612  -0.3745
C  -5.9313  -0.8652  -3.9641
C  -6.8696  -1.8861  -4.5618
H  -7.3726  1.7643  -2.1444
H  -8.9741  1.1049  -2.1449
H  -8.1213  1.0450  -3.5553
H  -7.5468  -0.5210  -0.9795
H  -8.2387  -1.1979  -2.3325
H  -4.1461  -0.4039  -1.9912
H  -4.9442  1.0641  -2.3639
H  -6.1208  0.8895  -0.0947
H  -5.4954  -0.7052  0.0789
H  -4.3826  0.7619  0.0006
H  -4.8917  -1.1154  -4.1753
H  -6.1723  0.0492  -4.5062
H  -6.8194  -2.8311  -4.0211
H  -6.6044  -1.9653  -5.6161
H  -7.8652  -1.4471  -4.4968
C  2.6152  -2.4089  -1.8931
C  4.0373  -2.8512  -1.6672
N  4.8263  -2.0103  -0.7125
C  4.1872  -2.0255  0.5992
C  4.6672  -0.9054  1.4828
C  6.2256  -2.4449  -0.6796
C  6.9027  -2.3589  -2.1049
H  2.2262  -2.9581  -2.7505
H  2.4739  -1.3320  -1.9847
H  1.9166  -2.7392  -1.1243
H  3.9752  -3.9006  -1.3792
H  4.5113  -2.8903  -2.6480
H  3.1095  -1.8754  0.5333
H  4.2477  -3.0175  1.0467
H  4.8249  0.0433  0.9699
H  3.9908  -0.5883  2.2765
H  5.6553  -1.1519  1.8715
H  6.2925  -3.4344  -0.2273
H  6.7457  -1.7426  -0.0281
H  6.6177  -3.1539  -2.7940
H  7.9852  -2.4756  -2.0533
H  6.6990  -1.4380  -2.6514
C  5.6954  7.7035  2.2673
C  5.4428  6.4653  3.0915
N  6.2086  5.2984  2.7126
C  7.6673  5.4559  2.4607
C  8.3646  5.9774  3.6687
C  6.0190  4.0695  3.5344
C  4.5953  3.5462  3.2788
H  5.6175  7.5003  1.1992
H  6.6650  8.1642  2.4566
H  4.9622  8.4406  2.5946
H  5.7447  6.6954  4.1133
H  4.4030  6.1427  3.0379
H  8.1056  4.5360  2.0737
H  7.7831  6.2220  1.6941
H  9.4330  5.9583  3.4537
H  8.0450  6.9758  3.9675
H  8.2712  5.2903  4.5097
H  6.2973  4.2509  4.5726
H  6.6937  3.2922  3.1756
H  3.8582  4.1166  3.8439
H  4.4597  2.5009  3.5567
H  4.3724  3.6602  2.2180
C  1.9610  1.3944  0.7644
C  1.0987  0.1111  0.5556
N  -0.2377  0.3665  -0.0255
C  -0.1910  0.9677  -1.3664
C  -1.5222  1.7145  -1.6708
C  -1.0276  -0.8834  -0.1981
C  -1.3482  -1.6272  1.1090
H  2.8157  1.3329  1.4379
H  1.3524  2.2084  1.1584
H  2.4086  1.6903  -0.1844
H  1.6558  -0.5751  -0.0822
H  0.9395  -0.4242  1.4916
H  0.0856  0.2631  -2.1507
H  0.6018  1.7144  -1.3223
H  -2.3702  1.0353  -1.7585
H  -1.3726  2.2680  -2.5979
H  -1.7337  2.4565  -0.9008
H  -1.9416  -0.6511  -0.7447
H  -0.5545  -1.6044  -0.8648
H  -1.9932  -2.4855  0.9210
H  -0.4645  -2.0328  1.6016
H  -1.8998  -0.9787  1.7896
C  -6.3415  2.3419  2.9067
C  -4.9607  2.6939  2.5158
N  -3.9976  1.7418  3.0724
C  -2.6961  1.9664  2.3210
C  -1.9501  3.3046  2.4857
C  -3.8202  1.7515  4.5095
C  -2.8890  0.6309  5.0396
H  -7.1514  2.8813  2.4155
H  -6.4463  2.4987  3.9802
H  -6.5339  1.2944  2.6749
H  -4.8569  2.7805  1.4342
H  -4.8324  3.6739  2.9754
H  -1.9849  1.2034  2.6373
H  -2.8139  1.7327  1.2629
H  -0.9609  3.3632  2.0318
H  -2.6613  4.0763  2.1910
H  -1.8341  3.4446  3.5604
H  -4.7741  1.5432  4.9942
H  -3.4175  2.6917  4.8864
H  -3.1565  -0.3788  4.7278
H  -2.9266  0.6279  6.1289
H  -1.8515  0.7926  4.7475
C  2.2663  -7.8731  -1.9143
C  0.8059  -8.2823  -2.1157
N  -0.0784  -7.2422  -1.5557
C  -0.1206  -5.9786  -2.3072
C  -0.8926  -4.8650  -1.4896
C  -1.4732  -7.7276  -1.3946
C  -1.6747  -8.8592  -0.3695
H  2.9453  -8.6900  -2.1586
H  2.4587  -7.6935  -0.8565
H  2.6299  -7.0180  -2.4841
H  0.6963  -8.4641  -3.1848
H  0.6779  -9.2200  -1.5747
H  0.8760  -5.5584  -2.4425
H  -0.6153  -6.1070  -3.2699
H  -0.8192  -5.0324  -0.4150
H  -0.5319  -3.8492  -1.6511
H  -1.9664  -4.7797  -1.6560
H  -1.9068  -8.0917  -2.3261
H  -2.1257  -6.9615  -0.9757
H  -2.7360  -9.0183  -0.1786
H  -1.2882  -8.6474  0.6274
H  -1.3302  -9.8267  -0.7347
C  -1.5683  -1.9541  -4.9556
C  -1.8183  -1.2834  -6.3258
N  -1.0641  -0.0380  -6.4919
C  -1.5407  1.0077  -5.6252
C  -0.5715  2.2107  -5.5194
C  -0.8175  0.2666  -7.8894
C  -2.0826  0.8683  -8.5986
H  -1.9167  -2.9864  -4.9888
H  -2.1473  -1.5456  -4.1273
H  -0.5293  -2.0435  -4.6385
H  -1.5259  -1.9502  -7.1369
H  -2.8697  -1.0678  -6.5160
H  -2.5181  1.3778  -5.9347
H  -1.5682  0.6724  -4.5884
H  -0.3201  2.5602  -6.5207
H  -0.9624  3.0497  -4.9437
H  0.3877  1.8815  -5.1196
H  -0.5317  -0.6226  -8.4512
H  0.0587  0.9137  -7.9310
H  -3.0082  0.3007  -8.5037
H  -1.9242  0.8874  -9.6769
H  -2.2695  1.8969  -8.2903
C  2.2082  0.1183  4.6217
C  1.9771  -1.3762  4.5786
N  2.7708  -2.1532  5.6159
C  4.2126  -2.2244  5.2738
C  4.9999  -3.1701  6.1508
C  2.5131  -1.7602  6.9796
C  1.0756  -2.0220  7.3010
H  1.6921  0.6834  3.8456
H  3.2734  0.3389  4.5524
H  1.8619  0.4897  5.5862
H  0.9457  -1.6610  4.7865
H  2.1673  -1.8222  3.6024
H  4.6648  -1.2353  5.3468
H  4.3500  -2.5130  4.2318
H  4.4544  -4.0931  6.3473
H  5.2119  -2.7202  7.1208
H  5.9575  -3.3654  5.6681
H  3.1314  -2.2583  7.7264
H  2.6354  -0.6854  7.1131
H  0.6880  -2.9817  6.9593
H  0.9646  -1.9885  8.3848
H  0.4464  -1.2210  6.9128
C  -5.2695  6.4711  -4.7303
C  -3.7487  6.2778  -4.6931
N  -3.2666  4.8983  -4.5499
C  -3.7472  4.2779  -3.3585
C  -3.1587  4.8902  -2.0302
C  -3.7184  4.0706  -5.6977
C  -3.1239  4.5254  -7.0371
H  -5.6993  6.1146  -5.6664
H  -5.4462  7.5465  -4.7129
H  -5.8021  6.0242  -3.8908
H  -3.2694  6.7820  -5.5322
H  -3.3810  6.8105  -3.8161
H  -4.8296  4.2901  -3.2304
H  -3.4530  3.2285  -3.3734
H  -3.4188  4.1927  -1.2340
H  -2.0704  4.8840  -2.0908
H  -3.5793  5.8773  -1.8383
H  -4.7944  4.0075  -5.8602
H  -3.4320  3.0287  -5.5542
H  -3.5031  5.4904  -7.3734
H  -3.3596  3.7890  -7.8053
H  -2.0368  4.5361  -6.9578

Computed properties:
relative energy (zero: lowest compared OMol25 entry of this formula, charge and spin)	82.6	kcal/mol
total charge	0

=====

Record 3
# C4H7NO2

One molecule with the formula C4H7NO2 (the ωB97M-V functional and the def2-TZVPD basis, the Open Molecules 2025 dataset).

Cartesian coordinates (Å):
C  0.2218  0.6331  1.7252
C  -0.0436  0.6703  0.2255
C  0.8374  -0.3541  -0.4828
N  -0.0081  -0.7074  -1.5932
C  -1.3348  -0.4782  -1.2666
O  -2.3059  -0.8605  -1.8618
O  -1.3808  0.2808  -0.1336
H  -0.5834  0.0984  2.2353
H  0.3411  1.6238  2.1659
H  1.1490  0.0755  1.9084
H  0.1099  1.6654  -0.2118
H  1.0442  -1.2082  0.1803
H  1.7862  0.1079  -0.7682
H  0.1671  -1.5469  -2.1225

Computed properties:
relative energy (zero: lowest compared OMol25 entry of this formula, charge and spin)	4.0	kcal/mol
total charge	0

=====

Q: Which value of relative energy (zero: lowest compared OMol25 entry of this formula, charge and spin) does entry 1 give?
A: 209.1 kcal/mol